No. 1
C34H47N4 | ωB97M-V with the def2-TZVPD basis set

CARTESIAN COORDINATES (ANGSTROEM)
C -0.54621 6.75579 -0.00071
C 0.12984 7.26119 1.27132
N 0.07580 6.25951 2.35391
C 0.02664 6.79504 3.72507
C 0.73546 5.87347 4.71330
C 0.21449 4.43336 4.58289
C 0.16610 3.95542 3.15652
C 0.08655 4.88922 2.09533
C 0.04106 4.42928 0.76176
C 0.07889 3.08455 0.51203
C 0.19996 2.13706 1.54721
C 0.45281 0.77435 1.21646
C 0.32392 0.30450 -0.08285
C 1.00907 -0.77928 -0.59116
C 0.97772 -1.17262 -1.95680
C 0.04286 -0.64276 -2.87014
C 0.04089 -1.00957 -4.19237
C 1.00891 -1.92833 -4.66294
N 1.01700 -2.31520 -6.00216
C 0.08223 -1.74511 -6.98930
C -1.23996 -1.33862 -6.34456
C -0.98982 -0.43853 -5.12757
C 1.94095 -3.34247 -6.51434
C 3.26823 -3.32011 -5.76530
C 3.03587 -3.39912 -4.25003
C 1.97111 -2.45091 -3.76743
C 1.93664 -2.08180 -2.44525
C 0.22750 2.60896 2.87513
C 0.01641 5.38673 -0.39565
H -1.62415 6.66109 0.18078
H -0.43458 7.48166 -0.81993
H 1.18457 7.48268 1.07681
H -0.33278 8.19106 1.62176
H 0.46232 7.80174 3.73391
H -1.02852 6.90272 3.99548
H 1.81342 5.89237 4.50933
H 0.61478 6.24735 5.74102
H 0.83686 3.75052 5.17524
H -0.79320 4.37270 5.01212
H 0.09677 2.76747 -0.51442
H 0.91905 0.14380 1.95546
H -0.26613 0.88634 -0.76815
H 1.71459 -1.26997 0.05551
H -0.70959 0.04659 -2.52963
H 0.56661 -0.87369 -7.44119
H -0.07899 -2.47247 -7.79320
H -1.89686 -0.84382 -7.07555
H -1.77179 -2.24102 -6.01847
H -1.92447 -0.26675 -4.57801
H -0.65529 0.55056 -5.46272
H 1.45266 -4.31421 -6.39208
H 2.08540 -3.19221 -7.59106
H 3.91740 -4.13820 -6.10798
H 3.79938 -2.39182 -6.00778
H 2.74810 -4.42178 -3.97719
H 3.97025 -3.19300 -3.71205
H 2.68154 -2.46944 -1.77049
H 0.32438 1.90285 3.68140
H -0.56769 4.95242 -1.21755
H 1.03667 5.50273 -0.78381
C 0.56858 -2.02207 4.26809
N -0.75175 -2.58046 4.58128
C -1.18773 -2.50412 6.00162
C -0.94591 -3.91614 3.93785
C -2.01695 -3.87902 2.84473
C -2.32225 -5.25571 2.20772
C -2.66862 -4.95825 0.73874
C -1.93197 -3.65050 0.41937
N -1.62519 -2.98745 1.71181
H 0.72555 -2.03130 3.19140
H 0.64711 -0.99404 4.61568
H 1.35701 -2.60578 4.73910
H -2.22392 -2.82376 6.09072
H -0.57406 -3.14295 6.63328
H -1.11344 -1.48276 6.37106
H -0.00037 -4.24419 3.49871
H -1.20216 -4.65347 4.70522
H -2.94627 -3.48825 3.28282
H -1.43452 -5.89134 2.26529
H -3.12869 -5.78801 2.72717
H -2.37224 -5.77151 0.06280
H -3.75100 -4.83250 0.61576
H -0.98443 -3.85709 -0.09019
H -2.51443 -2.99999 -0.24463
H -2.07398 -2.07167 1.79466

Results
Total charge ... +1
Highest occupied orbital energy ... -0.34928 hartree
E_LUMO ... -0.1527 hartree

No. 2
C34H47NO30 | ωB97M-V with the def2-TZVPD basis set

CARTESIAN COORDINATES (ANGSTROEM)
C -12.78901 13.57798 14.77411
C -12.99581 15.09009 14.81102
O -14.40676 15.24230 14.88561
C -15.01104 14.05378 14.93415
O -16.18008 13.88347 15.06377
O -14.09835 13.05310 14.84770
H -12.17983 13.29898 15.63610
H -12.26795 13.21856 13.88641
H -12.58000 15.54187 13.91299
H -12.54674 15.47217 15.72483
C -21.38263 13.71314 10.23440
C -20.43467 14.14167 11.30586
O -21.27445 14.72749 12.31678
C -22.55534 14.30859 12.06406
O -23.46051 14.52732 12.80053
O -22.62456 13.62152 10.92319
H -21.06607 12.77300 9.78130
H -21.37307 14.42153 9.40220
H -19.76632 14.90857 10.91580
H -19.87385 13.33345 11.77774
C -15.03160 10.96166 10.90138
C -15.20471 10.79352 12.41044
O -16.51315 11.33912 12.62050
C -17.08687 11.76340 11.48702
O -18.16340 12.26269 11.39262
O -16.27214 11.50182 10.44130
H -15.04694 9.98749 10.40311
H -14.08839 11.42448 10.61769
H -14.51490 11.45302 12.93354
H -15.16391 9.76105 12.74325
C -15.06410 11.09012 17.13355
C -16.25303 10.73818 16.20728
O -15.77207 9.63440 15.42189
C -14.47959 9.42871 15.70987
O -13.84202 8.50669 15.28631
O -14.00059 10.29288 16.59690
H -15.19924 11.07038 18.21006
H -14.81041 12.11767 16.87867
H -16.46339 11.53159 15.49409
H -17.18438 10.56783 16.74216
C -23.52384 9.18780 16.75989
C -23.99945 7.76793 16.58230
O -25.20230 7.70002 17.31320
C -25.19848 8.69622 18.23586
O -25.94947 8.81991 19.13353
O -24.22437 9.59455 17.92256
H -23.73934 9.87257 15.94373
H -22.46354 9.06476 16.98092
H -23.22715 7.07001 16.91849
H -24.15219 7.48656 15.53782
C -19.08081 9.06954 13.83992
C -20.42622 8.33363 13.82044
O -20.68811 8.03773 15.19091
C -19.66223 8.47753 15.96660
O -19.62928 8.37961 17.14770
O -18.75322 9.13692 15.22496
H -19.13043 10.06328 13.40978
H -18.28206 8.49029 13.37534
H -20.30464 7.43014 13.22470
H -21.25364 8.91947 13.42866
C -17.11195 18.91660 11.78529
C -17.18739 19.69323 13.12205
O -18.12862 18.86750 13.81455
C -18.09017 17.62476 13.35918
O -18.65434 16.70063 13.85049
O -17.36082 17.59306 12.22362
H -16.09536 18.91407 11.38985
H -17.75621 19.30917 10.99784
H -17.68031 20.66079 13.09273
H -16.21301 19.72280 13.60817
C -23.05684 16.14303 15.67166
C -21.78941 16.72694 15.06570
O -22.19198 18.10300 14.91522
C -23.26958 18.35769 15.68270
O -23.74751 19.43819 15.83552
O -23.76086 17.21761 16.22898
H -22.66667 15.47788 16.45373
H -23.60833 15.51358 14.97540
H -21.58569 16.29313 14.09081
H -20.90066 16.69067 15.69715
C -19.13642 13.08082 14.36221
C -20.10409 14.17774 14.80949
O -21.23833 13.43838 15.28065
C -21.17935 12.18164 14.84052
O -21.99526 11.32667 15.01238
O -19.98031 11.93479 14.28941
H -18.35212 12.87536 15.08400
H -18.75793 13.36326 13.38136
H -20.41962 14.88168 14.03954
H -19.65300 14.78535 15.59506
C -23.48127 10.87454 11.82666
C -24.24476 9.82688 12.62741
O -23.79785 8.58604 12.10022
C -22.76308 8.77437 11.26064
O -22.12298 7.87336 10.82025
O -22.56390 10.08549 11.07250
H -22.85684 11.51464 12.44594
H -24.14329 11.45096 11.18504
H -25.32289 9.96532 12.56498
H -23.99267 9.85543 13.68912
C -21.04357 16.22618 18.52595
C -21.55390 14.99456 19.28843
C -21.20382 13.62980 18.71920
C -19.74978 13.40222 18.66015
N -18.61731 13.21844 18.59249
H -20.08440 16.12439 18.02693
H -21.08786 17.10390 19.17015
H -21.84425 16.45296 17.81372
H -22.64459 14.99905 19.34105
H -21.21981 15.01896 20.32923
H -21.66138 13.51139 17.73117
H -21.71038 12.80966 19.23211

Results
Total charge ... 0
Highest occupied orbital energy ... -0.39007 hartree
Structure (SMILES) ... O=C1OCCO1.O=C1OCCO1.O=C1OCCO1.O=C1OCCO1.O=C1OCCO1.O=C1OCCO1.O=C1OCCO1.O=C1OCCO1.O=C1OCCO1.O=C1OCCO1.CCCC#N
E_LUMO ... -0.0130 hartree

No. 3
C34H48BN10O9P2S3V | ωB97M-V with the def2-TZVPD basis set

CARTESIAN COORDINATES (ANGSTROEM)
V 1.01149 -0.64092 -0.17856
C 5.34538 -1.39674 -1.11568
N 4.52865 -1.45401 -2.31741
C 4.92692 -1.03706 -3.56075
C 3.90849 -1.31738 -4.40423
N 2.90255 -1.91095 -3.68283
B 1.61702 -2.39052 -4.45595
N 0.56629 -3.11873 -3.55134
C 0.16041 -4.41367 -3.79766
C -1.03237 -4.60597 -3.19479
N -1.34646 -3.41557 -2.56371
C -2.67679 -3.10155 -2.06079
C -0.34392 -2.53121 -2.77480
S -0.29988 -0.92236 -2.13848
C 3.27893 -1.97392 -2.40355
S 2.38801 -2.58842 -1.04811
H 6.24286 -0.82708 -1.33737
H 5.61916 -2.39874 -0.79175
H 4.79392 -0.90455 -0.32614
H 5.87878 -0.56392 -3.73486
H 3.80747 -1.13986 -5.46234
H 1.97787 -3.20041 -5.27539
H 1.09945 -1.41466 -4.93531
H 0.75377 -5.08300 -4.39664
H -1.68545 -5.46244 -3.16489
H -3.10508 -3.98968 -1.60117
H -3.31794 -2.78119 -2.88174
H -2.62733 -2.28944 -1.34255
C -3.69191 2.04081 3.73270
C -3.64508 0.53708 3.53550
C -5.00751 -0.04321 3.21043
O -2.68340 0.13857 2.51314
P -2.37103 0.73803 1.09589
O -1.57132 -0.23997 0.31431
C -1.61351 2.36097 1.27760
P -0.49153 2.73267 -0.10333
O 0.20270 1.57228 -0.70288
O -1.37444 3.46375 -1.17407
C -1.99341 4.76326 -0.91446
C -3.49189 4.61071 -1.06630
C -1.39482 5.75590 -1.88421
O 0.45222 3.84876 0.47643
C 1.88354 3.63053 0.72681
C 2.16617 4.07414 2.14258
C 2.66103 4.40065 -0.31617
O -3.74667 1.12040 0.40131
C -4.30293 0.34036 -0.70967
C -5.80740 0.47975 -0.63401
C -3.73185 0.84872 -2.01578
H -4.35369 2.27359 4.56719
H -4.08627 2.53185 2.83827
H -2.70187 2.43868 3.96103
H -3.25486 0.06723 4.43464
H -5.44778 0.47882 2.35986
H -5.67000 0.06544 4.07053
H -4.92097 -1.10431 2.97000
H -1.03303 2.38096 2.19661
H -2.40315 3.11197 1.30492
H -1.75024 5.07217 0.10537
H -3.74177 4.40166 -2.10915
H -3.98531 5.53814 -0.77030
H -3.87238 3.79462 -0.44747
H -1.57609 5.42793 -2.90988
H -0.31870 5.84438 -1.72885
H -1.85488 6.73507 -1.74020
H 2.08768 2.56510 0.62904
H 1.86104 5.11373 2.27966
H 3.23712 3.99685 2.34413
H 1.63217 3.44670 2.85938
H 2.49619 5.47465 -0.19491
H 2.34755 4.10792 -1.31969
H 3.72637 4.18760 -0.22142
H -4.01682 -0.70086 -0.56470
H -6.08551 1.53310 -0.71697
H -6.19558 0.08861 0.30658
H -6.27102 -0.06688 -1.45750
H -4.07308 1.87047 -2.20083
H -4.06917 0.21438 -2.83839
H -2.64230 0.83943 -1.99700
S 3.42422 -5.84265 4.83917
N 2.04852 -5.70580 4.01507
C 2.11204 -4.55408 3.37496
C 1.09204 -4.03374 2.48036
C -0.12167 -4.67631 2.24530
C -1.00617 -4.10186 1.36477
C -0.65596 -2.92548 0.71976
N 0.50300 -2.29985 0.92108
C 1.36757 -2.84361 1.81576
C 2.59118 -2.10092 2.08237
N 2.71680 -0.93627 1.43739
C 3.74745 -0.15660 1.69785
C 4.74422 -0.52373 2.59763
C 4.65653 -1.74112 3.23548
C 3.54881 -2.55101 2.98443
C 3.31883 -3.84018 3.61090
N 4.14774 -4.46606 4.42384
H -0.34253 -5.60128 2.76434
H -1.96395 -4.55663 1.15144
H -1.32225 -2.44193 0.03531
H 3.78299 0.78825 1.16855
H 5.57561 0.14536 2.77528
H 5.41588 -2.07702 3.92982
O 3.90417 1.69167 -1.73004
N 2.86954 1.06096 -1.87394
O 2.23606 0.95619 -2.88898
O 2.52717 0.33892 -0.77702
N 0.50715 0.73428 2.60588
C 0.69215 0.23127 1.57628

Results
Total charge ... +1
Spin multiplicity ... 2
Highest occupied orbital energy (spin up / spin down) ... -0.39468 / -0.39605 hartree
E_LUMO (spin up / spin down) ... -0.1418 / -0.1216 hartree

No. 4
C34H48Br2O13 | ωB97M-V with the def2-TZVPD basis set

CARTESIAN COORDINATES (ANGSTROEM)
C 0.74862 5.26905 -1.91259
C 0.27455 4.60849 -3.21190
C -1.08991 3.89808 -3.15064
C -1.51445 3.38439 -1.76869
C -0.85105 2.05941 -1.41645
C -1.42624 1.49092 -0.09823
C -0.41035 0.62780 0.65989
C -0.33347 -0.77442 0.18458
C 0.74446 -1.45350 -0.23891
C 2.12496 -0.97560 -0.35760
Br 2.98972 -0.47506 1.24756
C 2.78140 -0.85744 -1.51334
C 4.18545 -0.35547 -1.66978
Br 1.91363 -1.26939 -3.14092
C 0.31802 -2.83333 -0.57155
O 0.95625 -3.72886 -1.00389
O -1.03092 -2.95875 -0.27060
C -1.48739 -1.70647 0.07487
O -2.63662 -1.45520 0.21641
H -0.06459 5.70986 -1.35285
H 1.31611 4.57373 -1.28943
H 1.44206 6.07708 -2.14481
H 1.06118 3.95444 -3.58669
H 0.18512 5.41022 -3.94636
H -1.89227 4.49656 -3.57819
H -1.02054 3.01868 -3.79007
H -1.38878 4.11888 -0.97664
H -2.58923 3.17917 -1.82973
H -1.01822 1.33649 -2.21539
H 0.21946 2.19893 -1.24696
H -1.65761 2.35298 0.53003
H -2.36449 0.97162 -0.27285
H -0.70601 0.59189 1.71386
H 0.57416 1.08502 0.62008
H 4.55539 -0.60614 -2.65860
H 4.16697 0.73247 -1.58891
H 4.83798 -0.77267 -0.90870
O -0.92003 -5.77143 5.52199
C -0.90567 -5.65238 4.33273
O -0.00495 -6.27588 3.53082
C -0.18897 -5.85158 2.16221
C -1.62242 -5.34506 2.09188
C -1.83395 -4.79118 3.49713
H 0.54111 -5.06984 1.94105
H -0.00437 -6.69653 1.50387
H -1.78524 -4.61891 1.30100
H -2.30322 -6.18095 1.92439
H -1.51520 -3.75106 3.58305
H -2.85978 -4.89500 3.83824
O -0.80202 7.85396 -2.09166
C -0.14684 8.66456 -1.50788
O 0.75484 8.32959 -0.55272
C 1.31084 9.51108 0.04723
C 1.10411 10.61715 -0.98016
C -0.19220 10.17528 -1.65729
H 0.77774 9.70647 0.98019
H 2.35833 9.32858 0.27328
H 1.06279 11.60989 -0.53704
H 1.91916 10.60566 -1.70476
H -1.07646 10.54573 -1.13690
H -0.23979 10.45177 -2.70631
O -5.55740 -10.71864 4.01734
C -4.44836 -10.28059 4.06796
O -3.95555 -9.43116 3.12718
C -2.57037 -9.15364 3.38973
C -2.37382 -9.44580 4.86561
C -3.37698 -10.57069 5.10842
H -1.96047 -9.79904 2.75337
H -2.35934 -8.11600 3.14384
H -1.34658 -9.70123 5.11605
H -2.65442 -8.57248 5.45574
H -2.95301 -11.55426 4.90103
H -3.80093 -10.55638 6.10777
O -0.82610 3.67425 -6.78671
C -1.98033 3.37049 -6.81834
O -2.61442 2.80101 -5.76311
C -3.96047 2.44766 -6.12086
C -4.30646 3.33868 -7.30795
C -2.94572 3.50298 -7.98287
H -3.98170 1.38624 -6.37743
H -4.60648 2.61542 -5.26247
H -5.07737 2.91637 -7.94912
H -4.65834 4.30767 -6.95184
H -2.73881 2.70220 -8.69409
H -2.82513 4.46667 -8.46849
O 6.71964 0.48366 3.81258
C 6.42091 -0.64333 4.07052
O 6.55500 -1.66401 3.18552
C 6.00993 -2.87383 3.74372
C 6.02869 -2.66571 5.25273
C 5.81558 -1.15880 5.36329
H 4.99740 -3.00638 3.35583
H 6.61890 -3.71822 3.43099
H 5.28408 -3.26237 5.77545
H 7.00994 -2.92911 5.64942
H 4.75749 -0.89323 5.37883
H 6.31982 -0.72213 6.22000

Results
Total charge ... 0
Highest occupied orbital energy ... -0.34565 hartree
Structure (SMILES) ... CCCCCCCC1=C(/C(Br)=C(/C)Br)C(=O)OC1=O.O=C1CCCO1.O=C1CCCO1.O=C1CCCO1.O=C1CCCO1.O=C1CCCO1
E_LUMO ... -0.0374 hartree